[1]
Here is a molecular structure, C28H61ClN7O11 from the Open Molecules 2025 dataset. Energies are from wB97M-V/def2-TZVPD.

```
108
Properties=species:S:1:pos:R:3:lowdin_charge:R:1
Cl 1.10431 -0.40697 0.93448 0.8637
O 1.48144 -1.74301 0.77855 -0.3020
O 0.87986 0.06325 2.27398 -0.2939
O 2.06776 0.51107 0.44971 -0.3156
O -0.06429 -0.15487 0.08718 -0.4012
C -3.94347 -3.12109 -0.19563 -0.0082
C -2.99693 -1.84709 -0.31944 -0.3688
C -1.60820 -2.37257 -0.09364 -0.1689
C -0.87515 -2.84675 -1.37910 -0.1218
C -1.10654 -1.85225 -2.51916 -0.1520
C -2.63739 -1.50289 -2.87459 -0.4124
N -3.22740 -1.08410 -1.60233 -0.0111
O -4.60280 -0.60416 -1.64996 -0.0538
C -2.67580 -0.37783 -3.90993 -0.0598
C -3.25736 -2.74280 -3.63501 -0.0224
C -3.32033 -1.02439 1.00205 -0.0048
H -3.71005 -3.81191 -1.00581 0.0807
H -4.99485 -2.90495 -0.38525 0.0861
H -3.77046 -3.54323 0.79430 0.0412
H -0.91495 -1.71378 0.42935 0.0635
H -1.71952 -3.26607 0.52065 0.1028
H -1.11187 -3.89739 -1.54709 0.1169
H 0.20200 -2.76222 -1.23530 0.0861
H -0.49478 -2.08755 -3.39006 0.1200
H -0.65366 -0.95697 -2.09317 0.0420
H -2.29891 -0.59732 -4.90886 0.0842
H -3.70322 -0.05392 -4.07609 0.0735
H -2.25278 0.58147 -3.61180 0.0789
H -2.93399 -2.65360 -4.67210 0.0689
H -2.89742 -3.74765 -3.41405 0.0734
H -4.32905 -2.60833 -3.78166 0.0786
H -2.59975 -1.09502 1.81682 -0.0094
H -4.32912 -1.21283 1.36939 0.0990
H -3.33198 0.04019 0.76829 0.1018
C 0.05057 2.37893 -0.41388 -0.0132
C 1.37648 3.09318 -0.33234 -0.3547
C 2.49560 2.34441 -1.12490 -0.1082
C 2.58514 2.63865 -2.60631 -0.2150
C 2.82836 4.05163 -2.89139 -0.1104
C 1.65633 4.98134 -2.22206 -0.4256
N 1.26920 4.55086 -0.83612 -0.0397
O 0.37377 5.39520 -0.11645 -0.0538
C 2.20966 6.40566 -2.25102 -0.0529
C 0.34690 5.01971 -3.10946 -0.0229
C 1.84141 3.02763 1.15824 -0.0489
H -0.62222 2.76071 0.35404 0.1186
H 0.23985 1.37700 -0.02865 0.0151
H -0.34462 2.19205 -1.41238 0.0964
H 3.50698 2.61747 -0.82381 0.1364
H 2.31490 1.28526 -0.94143 0.0475
H 1.61720 2.50105 -3.08824 0.0138
H 3.45014 2.08997 -2.97891 0.1515
H 2.64492 4.21333 -3.95360 0.1106
H 3.82884 4.37262 -2.60134 0.1200
H 2.89293 6.52500 -1.41020 0.0879
H 2.77131 6.42724 -3.18494 0.0790
H 1.47563 7.20492 -2.14855 0.0795
H -0.33215 4.17422 -3.21971 0.0683
H -0.26336 5.88014 -2.83499 0.0792
H 0.77881 5.03832 -4.11005 0.0699
H 2.76595 3.56571 1.36751 0.0950
H 2.02566 2.07579 1.65638 0.0532
H 1.06929 3.56309 1.71072 0.0724
O 2.28747 -2.79807 5.15022 0.0123
C 1.94064 -2.02082 4.26557 -0.5599
N 0.71894 -1.64899 4.08992 0.1628
C 2.98350 -1.58199 3.16281 0.0394
H 0.02942 -1.84622 4.80110 0.1498
H 0.48845 -1.34709 3.15406 0.0180
H 3.08839 -0.49852 3.21925 0.0621
H 2.44979 -1.60245 2.21264 0.0147
H 3.86840 -2.21467 3.23198 0.0988
O -0.51125 -3.49602 3.08669 0.0836
C -1.34597 -2.74660 2.76446 -0.5503
N -1.09299 -1.51547 2.41318 0.1393
C -2.80459 -3.09327 2.85692 0.0478
H -1.84667 -0.87561 2.20664 0.0575
H -0.13535 -1.22401 2.27879 0.0341
H -3.08181 -3.94218 3.48188 0.1080
H -3.31454 -3.16695 1.89639 0.0247
H -3.26839 -2.30387 3.44840 0.1053
O 0.01448 3.59095 3.64349 0.0127
C 0.65540 2.54850 3.55080 -0.6198
N 0.07571 1.35042 3.62565 0.1716
C 2.15095 2.53254 3.80436 -0.0064
H -0.90077 1.22777 3.85268 0.1142
H 0.33623 0.74653 2.85913 -0.1983
H 2.75464 3.10977 3.10403 0.0555
H 2.47496 1.51234 3.59872 0.0668
H 2.26829 2.95946 4.80040 0.1005
O -0.04900 -0.62564 -3.93321 -0.0490
C 0.46360 0.22908 -3.20031 -0.5071
N 0.82556 1.38597 -3.63727 0.1950
C 0.67635 0.00817 -1.75003 -0.0901
H 0.55161 1.78555 -4.52349 0.1580
H 1.27190 1.91436 -2.90128 -0.0476
H 0.58011 -1.02785 -1.42523 0.0880
H -0.10003 0.63432 -1.31040 0.0820
H 1.68853 0.35849 -1.54782 0.1014
O 2.04499 -5.80879 1.54114 0.0072
C 1.14275 -5.07966 1.85448 -0.6234
N 0.46775 -5.27410 2.91614 0.1770
C 0.82187 -3.77277 1.12247 0.0036
H -0.00152 -4.43741 3.23213 -0.1539
H 0.67254 -6.04218 3.53922 0.1211
H 1.45490 -2.95894 1.47611 0.0290
H -0.17318 -3.40000 1.36537 0.0556
H 1.15106 -3.89767 0.09090 0.1041
```

## Properties
- net charge = -1
- E (Eh) = -2773.2555
- Kohn-Sham gap (spin up / spin down) (eV) = 7.95 / 7.41
- ⟨S²⟩ = 2.0107
- 2S+1 = 3
- HOMO energy (spin up / spin down) (hartree) = -0.2116 / -0.2116
- lowest unoccupied orbital energy (spin up / spin down) (eV) = 2.194 / 1.654

[2]
Here is HPS5 in the gas phase from the Open Molecules 2025 dataset. Energies are from wB97M-V/def2-TZVPD.

```
7
Properties=species:S:1:pos:R:3:lowdin_charge:R:1
P -1.20324 0.15608 0.82731 0.0232
S 0.05749 1.46120 -0.42703 0.0066
S -3.00482 0.84020 0.50353 0.1626
S 1.03166 0.12346 -1.49782 -0.0507
S 1.79864 -1.28396 1.21190 0.0468
S 2.68830 -0.66434 -0.34714 -0.0279
H -1.36803 -0.63264 -0.27074 -0.1605
```

## Properties
- E (Eh) = -2332.8503
- Kohn-Sham gap (spin up / spin down) (eV) = 6.60 / 6.36
- HOMO energy (spin up / spin down) (hartree) = -0.3212 / -0.3272
- lowest unoccupied orbital energy (spin up / spin down) (eV) = -2.144 / -2.546
- relative energy (zero: lowest compared OMol25 entry of this formula, charge and spin) (kcal/mol) = 47.4

[3]
Here is a molecular structure, C26H31N3O2S3Sn from the Open Molecules 2025 dataset. Energies are from wB97M-V/def2-TZVPD.

```
66
Properties=species:S:1:pos:R:3:lowdin_charge:R:1
Sn -0.25328 -0.03829 1.60887 0.6958
C -1.58545 2.06146 3.45987 -0.1780
C -1.92879 0.80890 4.33177 -0.1671
N -1.47252 -0.38810 3.64997 -0.1660
C -0.91003 -1.49495 4.46801 -0.2578
C 0.53128 -1.30904 4.86090 -0.3484
S 1.50577 -0.73655 3.36398 0.9369
C 1.95415 0.98994 3.69293 -0.4032
C 0.82684 1.99281 3.85375 -0.1975
N -0.24901 1.89454 2.80011 -0.1426
H -2.38919 2.11188 2.69904 0.0972
H -1.58888 2.89165 4.15026 0.1302
H -1.48932 0.94605 5.40731 0.1640
H -3.02492 0.77819 4.39052 0.1400
H -2.30621 -0.69995 3.19734 0.0958
H -1.48580 -1.87138 5.36359 0.1615
H -0.88932 -2.39676 3.84524 0.0975
H 0.80820 -0.69421 5.83579 0.1515
H 1.00986 -2.26076 5.03933 0.0767
H 2.72737 0.96867 4.53009 0.1338
H 2.49814 1.22363 2.77546 0.0529
H 0.35504 1.86678 4.79972 0.0984
H 1.24035 2.98747 3.87100 0.1398
H -0.18653 2.70793 2.07919 0.1903
S -2.32043 0.49607 0.45284 0.6847
C -2.51527 -0.98802 -0.48995 -0.6540
C -3.57359 -0.85738 -1.36354 -0.1437
C -3.81689 -1.87173 -2.24957 -0.0992
C -3.00062 -2.95676 -2.35143 -0.0691
C -2.00051 -3.05554 -1.36549 -0.1129
C -1.76695 -2.16119 -0.27943 -0.6425
S -0.47984 -2.32846 0.89727 0.6756
H -4.16021 0.07821 -1.44939 0.1230
H -4.70494 -1.88319 -2.88928 0.1278
H -3.08297 -3.75287 -3.08097 0.1210
H -1.36185 -3.93169 -1.53545 0.1124
C -2.46541 0.15927 -5.19829 -0.0280
O -1.45530 -0.31564 -4.25398 -0.1166
C -0.40680 0.64510 -4.09142 -0.1596
C -0.42348 1.93445 -4.67643 -0.0064
C 0.52582 2.86157 -4.33855 -0.0254
C 1.59897 2.44149 -3.49804 -0.0328
C 1.64088 1.16013 -2.96216 0.0292
C 0.54111 0.27774 -3.21184 -0.1190
N 0.46084 -0.98494 -2.54591 0.2065
C 1.26582 -1.61641 -1.74793 0.0378
C 2.41023 -0.99393 -1.08734 -0.1757
C 3.71504 -1.44651 -1.31573 0.0060
C 4.87468 -0.80983 -0.86565 -0.0466
C 4.72228 0.29623 -0.11462 -0.0458
C 3.44229 0.79641 0.14273 -0.0317
C 2.34764 0.08960 -0.22138 -0.3126
O 1.14262 0.70225 0.31939 -0.3247
H -1.95350 0.78621 -5.91029 0.0707
H -3.30189 0.55477 -4.62059 0.0999
H -2.86701 -0.75177 -5.73753 0.1193
H -1.16717 2.26005 -5.32655 0.0894
H 0.45977 3.90875 -4.73924 0.1420
H 2.40606 3.13948 -3.23968 0.1192
H 2.44631 0.80028 -2.42153 0.0771
H -0.24855 -1.59228 -2.99294 0.1733
H 0.94673 -2.59368 -1.39998 0.1178
H 3.79714 -2.28600 -1.98540 0.1263
H 5.80899 -1.28300 -1.14039 0.1260
H 5.50616 0.98465 0.08034 0.1146
H 3.31609 1.74823 0.73129 0.1447
```

## Properties
- net charge = +2
- E (Eh) = -2732.3984
- Kohn-Sham gap (eV) = 7.28
- HOMO energy (hartree) = -0.4892
- lowest unoccupied orbital energy (eV) = -6.030
- relative energy (zero: lowest compared OMol25 entry of this formula, charge and spin) (kcal/mol) = 25.1

[4]
Here is 5 unconnected molecules or ions with the total composition C21H27Cl16F3N2O4P from the Open Molecules 2025 dataset. Energies are from wB97M-V/def2-TZVPD.

```
74
Properties=species:S:1:pos:R:3:lowdin_charge:R:1
C -3.78903 -1.25904 -1.69950 -0.0044
C -2.54376 -0.42026 -1.39830 -0.5084
O -2.65278 0.79477 -1.43055 -0.0068
N -1.37595 -1.16656 -1.10955 -0.0898
C -0.47987 -1.28976 -2.15968 -0.5236
C -0.22183 -0.10044 -3.08971 -0.0124
O 0.09158 -2.33149 -2.46225 0.0356
P -0.71155 -1.00177 0.64973 0.6764
C -2.38722 -1.59726 1.41308 -0.2227
O -3.21830 -0.43288 1.76020 -0.0166
C -3.53663 -0.35830 3.04274 -0.7401
F -4.28980 -1.38826 3.48568 0.1352
F -2.48752 -0.20696 3.86187 0.1507
F -4.30186 0.75562 3.21811 0.1197
C 0.95357 -0.16984 0.06569 -0.2317
C 1.69386 0.45806 1.22159 -0.2830
C 1.10434 1.27558 2.15347 -0.0671
C 1.80240 1.83387 3.18137 -0.2236
C 3.15718 1.61573 3.28547 -0.1186
C 3.75646 0.83200 2.34462 -0.2923
C 5.26379 0.60721 2.41243 -0.0498
C 3.04721 0.24377 1.33758 -0.0283
C -0.01793 -2.78203 0.60546 -0.2276
C 0.09806 -3.53397 1.92066 -0.3937
O 0.63147 -4.85329 1.53099 -0.0894
C 1.09307 -2.94946 2.93632 -0.2019
N 0.30674 -2.24954 3.99545 -0.0093
H -4.02880 -1.25204 -2.76285 0.0773
H -4.61901 -0.89601 -1.09412 0.0828
H -3.60527 -2.29015 -1.39525 0.0678
H -1.05634 0.58974 -3.15221 0.0424
H -0.07412 -0.51341 -4.08341 0.0590
H 0.71393 0.37918 -2.80752 0.0766
H -1.24301 0.34797 0.73245 0.0318
H -0.23124 -0.86487 2.00098 0.0013
H -2.22325 -2.11834 2.35486 0.0681
H -2.93144 -2.28416 0.75618 0.0819
H 1.67339 -0.85431 -0.39114 0.0719
H 0.70582 0.68360 -0.57278 0.0847
H 0.04197 1.47775 2.09723 0.1070
H 1.23134 2.45532 3.87411 0.0003
H 3.71133 2.06404 4.09883 0.0917
H 5.69018 1.45220 2.95570 0.0670
H 5.48981 -0.34300 2.89258 0.0754
H 5.67614 0.67583 1.40549 0.0719
H 3.56381 -0.37502 0.61493 0.1200
H -0.72014 -3.36137 -0.00582 0.0828
H 0.93922 -2.88593 0.09218 0.0859
H -0.84807 -3.76945 2.41135 0.1232
H 0.54366 -5.38980 2.32668 0.0657
H 1.75256 -2.19794 2.50558 0.1045
H 1.63838 -3.74453 3.45285 0.1007
H 0.80884 -1.45533 4.36556 0.0558
H 0.02883 -2.88971 4.72550 0.0562
C -0.67905 2.56315 -6.93870 -2.0330
Cl 0.82093 1.69706 -6.59324 0.4951
Cl -1.93553 2.09884 -5.78840 0.5122
Cl -0.38517 4.30484 -6.81519 0.5160
Cl -1.21806 2.17711 -8.58089 0.5147
C 3.46643 -2.01724 -5.61293 -2.0494
Cl 3.01568 -0.30670 -5.63401 0.4860
Cl 4.93228 -2.24578 -6.58621 0.5007
Cl 3.77462 -2.52910 -3.95735 0.5442
Cl 2.15153 -2.97633 -6.29810 0.5279
C 1.92770 5.69921 5.10764 -2.0001
Cl 0.99419 6.94172 4.26026 0.5146
Cl 3.56705 6.30500 5.41569 0.5024
Cl 1.14422 5.32740 6.64959 0.5172
Cl 2.00403 4.22500 4.11779 0.6764
C -5.43407 3.15188 -4.24132 -2.0387
Cl -4.28138 2.23008 -3.27576 0.5728
Cl -4.57363 4.16921 -5.40915 0.4886
Cl -6.50135 2.03868 -5.11424 0.5066
Cl -6.40463 4.18023 -3.17640 0.5158
```

## Properties
- net charge = -1
- E (Eh) = -9230.8028
- Kohn-Sham gap (eV) = 6.55
- HOMO energy (hartree) = -0.1741
- lowest unoccupied orbital energy (eV) = 1.812

no.,strongest force on any atom (eV/Å)
1,11.30
2,1.88
3,4.55
4,2.90